No. 1
{
  "formula": "C24H19BrClHgN5O3",
  "method": "the ωB97M-V functional and the def2-TZVPD basis",
  "species": ["Hg", "C", "C", "C", "C", "C", "C", "N", "C", "C", "C", "C", "C", "C", "N", "N", "C", "C", "C", "C", "C", "N", "H", "H", "H", "H", "H", "H", "H", "H", "H", "H", "H", "H", "H", "O", "C", "C", "C", "N", "C", "Br", "C", "H", "H", "H", "H", "Cl", "C", "C", "O", "O", "H", "H"],
  "coordinates": [[-0.833911, 0.055819, -0.824114], [4.295584, -1.278609, 1.592144], [3.333151, -1.348466, 2.598134], [1.983353, -1.445947, 2.295245], [1.532830, -1.485146, 0.955483], [2.521436, -1.416273, -0.044481], [3.868496, -1.312013, 0.270396], [0.205748, -1.471537, 0.588578], [-0.755342, -2.125140, 1.339912], [-0.496727, -3.319353, 2.036325], [-1.477310, -3.976717, 2.763400], [-2.777602, -3.476218, 2.818195], [-3.083217, -2.314930, 2.134714], [-2.105646, -1.631752, 1.398461], [-2.362490, -0.481716, 0.696693], [-3.474684, 0.177166, 0.880820], [-3.578793, 1.291241, 0.102265], [-4.689058, 2.145400, 0.337954], [-4.854224, 3.277331, -0.410309], [-3.920510, 3.593962, -1.412738], [-2.863315, 2.731419, -1.584217], [-2.678621, 1.622622, -0.862292], [5.348808, -1.198219, 1.836585], [3.638330, -1.308193, 3.639677], [1.247647, -1.477091, 3.089586], [2.193496, -1.448661, -1.078167], [4.600332, -1.267960, -0.531403], [0.506820, -3.725987, 1.995604], [-1.232656, -4.898642, 3.279731], [-3.543212, -3.997865, 3.382898], [-4.081191, -1.895395, 2.149815], [-5.374205, 1.866175, 1.129618], [-5.697867, 3.933080, -0.227103], [-4.025094, 4.474403, -2.032535], [-2.110964, 2.922046, -2.343478], [5.002199, 2.546763, 0.484022], [3.721391, 2.259623, 0.146318], [3.322969, 2.044611, -1.166492], [2.001757, 1.729644, -1.409784], [1.085835, 1.649003, -0.436485], [1.491320, 1.870295, 0.801891], [0.170613, 1.739105, 2.149753], [2.787881, 2.174535, 1.164531], [5.545398, 2.535839, -0.308127], [4.036765, 2.088511, -1.982452], [1.636089, 1.512477, -2.407989], [3.073255, 2.310608, 2.197888], [1.141879, -1.213397, -5.535140], [-0.526549, -0.739033, -5.069544], [-0.575878, -0.365850, -3.590054], [-0.953075, -1.263154, -2.789021], [-0.252623, 0.804419, -3.266613], [-1.171958, -1.586637, -5.263551], [-0.796660, 0.113804, -5.680549]],
  "atomic_forces_ev_per_a": [[0.42, -0.07, -0.21], [-0.04, 0.02, 0.10], [-0.09, 0.01, -0.06], [0.07, -0.07, -0.05], [-0.15, 0.16, -0.10], [0.09, 0.05, 0.01], [-0.07, -0.02, -0.08], [-0.35, -0.16, 0.23], [0.13, 0.09, 0.07], [-0.01, 0.09, 0.02], [-0.05, 0.02, -0.04], [0.04, -0.08, 0.05], [0.06, 0.12, -0.05], [0.13, -0.06, 0.05], [0.05, -0.13, 0.09], [-0.10, 0.22, -0.03], [-0.05, 0.16, -0.09], [-0.05, -0.04, 0.01], [-0.02, -0.03, 0.07], [-0.04, -0.03, 0.00], [0.11, -0.03, -0.05], [-0.16, -0.17, 0.29], [-0.05, 0.00, -0.02], [-0.02, -0.01, -0.04], [0.02, 0.00, 0.01], [0.01, 0.01, -0.01], [-0.05, 0.01, 0.01], [-0.02, -0.01, 0.00], [0.03, 0.02, -0.01], [0.04, 0.03, -0.03], [0.03, -0.01, -0.01], [0.02, 0.01, -0.07], [-0.01, -0.02, 0.01], [0.03, -0.03, 0.02], [0.03, -0.05, 0.01], [-0.06, 0.03, 0.08], [0.05, -0.03, 0.04], [0.01, -0.02, -0.12], [-0.03, 0.00, 0.04], [0.07, -0.05, -0.09], [-0.08, -0.09, 0.03], [0.02, 0.07, 0.01], [0.01, 0.00, 0.13], [0.08, -0.02, -0.09], [-0.06, 0.00, 0.03], [0.00, 0.04, 0.06], [-0.02, 0.00, -0.06], [-0.05, 0.03, 0.02], [0.00, 0.02, 0.11], [-0.03, 0.02, 0.35], [0.17, 0.38, -0.46], [-0.09, -0.37, -0.08], [0.02, -0.08, -0.04], [0.01, 0.05, -0.06]],
  "multiplicity": 2,
  "homo_lumo_gap_ev": [5.2, 6.0],
  "total_charge": -1,
  "fmax_ev_per_a": 0.620,
  "e_above_lowest_kcal_mol": 0.00,
  "homo_ev": [-2.87, -3.67],
  "lumo_energy_ev": [2.3, 2.3]
}

No. 2
{
  "formula": "C35H48Cl2N2O7P2S2",
  "method": "the ωB97M-V functional and the def2-TZVPD basis",
  "species": ["H", "N", "C", "C", "C", "S", "N", "C", "S", "O", "C", "C", "O", "C", "C", "C", "C", "C", "O", "C", "C", "C", "C", "O", "C", "P", "C", "C", "P", "O", "C", "Cl", "C", "C", "Cl", "H", "H", "H", "H", "H", "H", "H", "H", "H", "H", "H", "H", "H", "H", "H", "H", "H", "H", "H", "H", "H", "H", "H", "H", "H", "H", "H", "H", "H", "H", "H", "H", "H", "H", "H", "H", "H", "H", "H", "O", "C", "C", "C", "C", "C", "C", "C", "C", "O", "C", "C", "C", "C", "C", "C", "H", "H", "H", "H", "H", "H", "H", "H"],
  "coordinates": [[7.520339, -2.848656, 0.318093], [7.356962, -3.537868, 1.059484], [6.258964, -4.119426, 0.846314], [5.303334, -3.824980, -0.369774], [4.522582, -2.484966, -0.052650], [5.565523, -0.968887, -0.335040], [4.403087, -2.485349, 1.460532], [3.393205, -3.017979, 1.830110], [2.247972, -3.880456, 2.490755], [3.191874, -2.401485, -0.510360], [2.839633, -2.420502, -1.877113], [1.976957, -1.098762, -2.161860], [2.674013, -0.039230, -1.549916], [2.027466, 1.245615, -1.601442], [1.267037, 1.650335, -0.296347], [0.342566, 0.548349, 0.310090], [1.065083, -0.395393, 1.348102], [-0.071052, -0.971091, 2.263261], [-0.862185, -1.825155, 1.400319], [-2.200078, -1.352759, 1.272300], [3.230873, 2.277108, -1.755323], [2.852731, 3.758299, -1.449737], [3.432907, 4.213563, -0.068563], [4.654125, 4.943269, -0.224830], [5.556534, 4.744333, 0.844942], [0.894225, 1.604380, -3.047816], [1.688235, 1.341629, -4.708981], [-0.794459, 0.849308, -2.917474], [4.112801, -2.464973, -3.239360], [4.737785, -3.797471, -3.501292], [1.772022, -3.595072, -2.083168], [1.559954, -4.051196, -3.824094], [2.061885, -4.900902, -1.265761], [0.663281, -5.572384, -0.975495], [2.980882, -6.171640, -2.191450], [5.980849, -4.916807, 1.565720], [4.644499, -4.704557, -0.444938], [5.990966, -3.714340, -1.229485], [6.426514, -1.302978, -1.335070], [0.974852, -1.178609, -1.703088], [1.944029, -1.035360, -3.273996], [0.631853, 2.542022, -0.462740], [2.027647, 1.898160, 0.470500], [-0.226813, -0.043873, -0.424504], [-0.422388, 1.087983, 0.916974], [1.423423, -1.260190, 0.764546], [1.845564, 0.134890, 1.920748], [0.371483, -1.665650, 3.008066], [-0.689599, -0.179632, 2.723709], [-2.272910, -0.250741, 1.179585], [-2.741643, -1.645924, 2.202273], [-2.730277, -1.802579, 0.409102], [4.058482, 1.881682, -1.134209], [3.553024, 2.204191, -2.815801], [1.785076, 3.994326, -1.568363], [3.397056, 4.377763, -2.196523], [2.707061, 4.890766, 0.439403], [3.655129, 3.318978, 0.547043], [5.096314, 4.321629, 1.760350], [6.390729, 4.061189, 0.556651], [6.050314, 5.691681, 1.152294], [2.790308, 1.243755, -4.641935], [1.332921, 0.369336, -5.126755], [1.393249, 2.112782, -5.441515], [-1.324566, 0.919016, -3.891864], [-1.401601, 1.437072, -2.200266], [-0.844450, -0.216611, -2.615720], [5.161980, -1.526513, -3.113279], [3.420200, -2.107951, -4.435320], [0.777627, -3.239796, -1.756054], [2.519907, -4.750413, -0.280433], [0.837324, -6.291600, -0.150756], [0.310845, -6.152284, -1.848116], [-0.076593, -4.830328, -0.620307], [-9.051034, 3.900437, 2.286723], [-8.210563, 3.025646, 2.343699], [-8.277940, 1.976529, 3.394709], [-9.327322, 1.988327, 4.307057], [-9.421195, 0.992959, 5.266670], [-8.467951, -0.019888, 5.318750], [-7.411037, -0.026325, 4.422598], [-7.308474, 0.973880, 3.461993], [-6.161269, 0.966488, 2.518150], [-5.288316, 0.125755, 2.610078], [-6.104398, 2.003019, 1.454574], [-5.055910, 1.988551, 0.540644], [-5.009609, 2.929975, -0.475031], [-6.011318, 3.890394, -0.582857], [-7.050396, 3.917184, 0.333754], [-7.098553, 2.977862, 1.358285], [-10.073153, 2.771821, 4.265588], [-10.241659, 1.001374, 5.973678], [-8.549896, -0.803767, 6.061609], [-6.668174, -0.812455, 4.468682], [-4.277938, 1.239569, 0.619386], [-4.194231, 2.914815, -1.188256], [-5.978700, 4.619805, -1.382843], [-7.826033, 4.667616, 0.248688]],
  "atomic_forces_ev_per_a": [[0.14, 0.01, 0.24], [0.03, -0.04, -0.36], [-0.29, -0.20, -0.32], [1.08, 0.27, 1.16], [1.46, -0.68, 0.69], [-0.04, 0.11, -0.09], [-0.43, 0.73, -2.00], [-1.01, -1.40, 1.95], [0.29, 0.55, -0.39], [0.70, -0.18, -0.42], [-2.09, 1.09, -0.66], [1.01, -0.66, 0.60], [-0.29, 0.16, -0.28], [0.50, 1.04, -0.25], [-0.43, -1.27, 0.07], [0.43, 0.62, 1.28], [-1.96, -0.06, -0.62], [1.24, -0.96, -0.77], [-0.43, 0.90, -0.17], [-0.67, -0.26, 0.81], [-1.10, -0.49, -0.95], [1.71, 0.28, 0.22], [-0.59, 0.14, -0.20], [-0.07, -0.36, 0.13], [1.05, -0.03, 0.53], [-0.39, 2.44, 0.04], [-0.30, -1.86, -0.21], [-0.27, -0.92, -0.15], [1.28, -2.07, -1.50], [-0.13, 0.51, 0.66], [1.20, -0.70, 0.28], [-0.36, 0.59, 0.44], [-2.05, -0.90, -0.51], [0.80, -0.25, 0.50], [0.18, 0.63, 0.79], [-0.17, 0.46, -0.48], [0.05, 0.62, -0.44], [-0.88, -0.22, 0.08], [-0.59, -0.35, 0.34], [0.34, -0.28, -0.44], [-0.49, 0.38, 0.65], [0.62, -0.38, -0.16], [-0.40, -0.04, -0.37], [0.39, 0.28, 0.22], [0.35, -0.18, -0.52], [0.48, 0.39, 0.63], [-0.23, -0.33, -0.32], [-0.33, 0.70, -0.07], [0.30, -0.38, -0.08], [0.19, -0.47, -0.03], [0.00, 0.32, -0.64], [0.63, 0.03, 0.39], [-0.42, 0.37, -0.17], [0.08, 0.00, 0.63], [0.43, -0.34, 0.12], [-0.46, -0.22, 0.42], [0.34, -0.58, -0.05], [-0.39, 0.47, -0.12], [-0.04, 0.22, -0.51], [-0.60, 0.25, 0.02], [-0.52, -0.34, -0.38], [-0.61, 0.31, 0.05], [0.30, 0.51, 0.08], [0.24, -0.14, 0.66], [0.53, 0.11, 0.44], [0.52, -0.26, -0.31], [0.04, 0.45, -0.17], [-0.81, 0.46, 0.31], [-0.11, 0.60, 0.82], [0.70, -0.01, -0.10], [0.17, 0.32, -0.68], [-0.26, 0.27, -0.45], [0.04, 0.57, 0.39], [0.32, -0.34, -0.26], [0.07, -0.06, -0.01], [-0.37, 0.36, 0.00], [0.08, -0.13, 0.05], [-0.12, -0.05, 0.14], [0.06, -0.02, -0.05], [0.00, 0.07, -0.05], [-0.06, -0.12, 0.16], [-0.14, 0.07, 0.03], [0.35, -0.35, 0.04], [-0.02, 0.04, -0.02], [-0.06, 0.12, -0.05], [0.10, 0.06, -0.16], [-0.06, 0.00, 0.05], [0.01, -0.06, 0.06], [0.06, 0.11, -0.17], [0.14, -0.08, -0.07], [0.10, 0.02, -0.13], [0.03, 0.00, -0.03], [0.01, 0.03, -0.02], [0.05, 0.11, -0.11], [-0.11, -0.04, 0.11], [-0.03, 0.00, 0.02], [0.00, -0.02, 0.03], [-0.03, -0.08, 0.14]],
  "multiplicity": 1,
  "homo_lumo_gap_ev": 6.7,
  "fmax_ev_per_a": 2.859,
  "homo_ev": -7.90,
  "smiles": "[H]/N=C\\C[C@](S)(N=C=S)O[C@@](CO[C@@](CCCCOC)(CCCOC)P(C)C)([PH2]=O)[C@@H](Cl)[C@@H](C)Cl.O=C1c2ccccc2C(=O)c2ccccc21",
  "lumo_energy_ev": -1.2
}

No. 3
{
  "formula": "C7H8",
  "method": "the ωB97M-V functional and the def2-TZVPD basis",
  "species": ["C", "C", "C", "C", "C", "C", "C", "H", "H", "H", "H", "H", "H", "H", "H"],
  "coordinates": [[1.969544, 0.090594, 0.082713], [0.470691, 0.068486, 0.039157], [-0.415742, -1.099657, -0.431396], [-1.504970, -0.126780, -0.681070], [-1.584360, -0.192803, 0.798522], [-0.409078, 0.506728, 1.171500], [-0.379552, 0.903096, -0.843359], [2.338492, 1.102760, 0.285105], [2.351809, -0.573240, 0.864803], [2.383378, -0.232518, -0.878835], [-0.191773, -2.066209, -0.883964], [-2.362423, -0.291248, -1.327839], [-2.461826, -0.458376, 1.378328], [-0.108392, 0.880332, 2.145223], [-0.095793, 1.488841, -1.718888]],
  "atomic_forces_ev_per_a": [[-0.01, -0.01, 0.01], [0.14, 0.19, 0.05], [0.24, -0.33, -0.28], [-0.19, -0.17, 0.00], [-0.30, 0.41, 0.25], [0.00, -0.27, 0.33], [0.04, 0.11, -0.35], [-0.09, -0.13, -0.01], [-0.05, 0.07, -0.08], [-0.05, 0.03, 0.12], [0.01, 0.07, -0.01], [0.14, 0.04, 0.11], [0.15, 0.01, -0.06], [-0.01, 0.00, -0.18], [-0.01, -0.04, 0.12]],
  "multiplicity": 1,
  "homo_lumo_gap_ev": [8.2, 8.2],
  "fmax_ev_per_a": 0.567,
  "e_above_lowest_kcal_mol": 157.12,
  "homo_ev": [-7.15, -7.15],
  "lumo_energy_ev": [1.0, 1.0]
}